Molecular formula: C17H21N3O4
Method: DFT, ωB97M-V/def2-TZVPD

Last column: Mulliken charge in e.
Cartesian coordinates (Å):
O1 -2.18140 -0.48408 2.12010  -0.592
C1 -1.13933 0.08344 2.45573  0.428
N1 -1.05217 0.28291 3.79857  -0.653
C2 0.10990 0.22237 4.34474  0.463
O2 -0.25633 0.18452 5.67594  -0.563
N2 1.30725 0.07822 3.75383  0.020
C3 1.26803 -0.09175 2.38832  0.088
O3 2.02040 -1.02928 2.10915  -0.613
C4 0.03219 0.37244 1.46935  1.241
C5 0.00267 1.90185 1.43272  -0.783
C6 1.15824 2.69279 1.94638  -0.549
C7 1.03829 4.09103 1.84889  -0.621
C8 -0.10658 4.72282 1.42441  -0.364
C9 -1.20666 3.97163 1.06372  -0.747
C10 -1.18579 2.54510 1.09752  -0.009
N3 0.12982 -0.28265 0.12832  0.711
C11 0.14330 -1.69973 0.01129  -1.048
C12 -0.33777 -2.26498 -1.32686  -0.969
C13 0.26105 -1.51075 -2.52567  0.926
C14 -0.43851 -1.92918 -3.81077  -1.254
C15 -0.47353 -3.43012 -4.16742  -0.424
O4 -0.79877 -3.75199 -5.54967  -0.517
C16 0.34997 -0.07696 -2.36630  -1.079
C17 0.86070 0.35392 -0.96892  -0.803
H1 -1.22636 0.17644 5.69381  0.446
H2 2.04214 -0.22282 4.30690  0.280
H3 2.01364 2.23801 2.33221  0.539
H4 1.84898 4.63492 2.41431  0.271
H5 -0.10006 5.78796 1.29227  0.411
H6 -2.11412 4.40585 0.61927  0.350
H7 -1.87543 1.87250 0.61551  0.441
H8 -0.37173 -2.14472 0.80808  0.471
H9 1.15876 -2.03232 0.03277  0.479
H10 -0.01303 -3.31387 -1.29194  0.387
H11 -1.48337 -2.42836 -1.45407  0.339
H12 1.28993 -1.90566 -2.64955  0.101
H13 -1.52638 -1.57610 -3.79175  0.394
H14 0.05146 -1.50857 -4.70051  0.391
H15 0.52044 -3.81275 -3.81727  0.340
H16 -1.24487 -3.92390 -3.51717  0.224
H17 -1.49075 -3.13326 -5.71138  0.306
H18 -0.69353 0.20068 -2.42580  0.360
H19 0.94431 0.27160 -3.23650  0.371
H20 0.86581 1.44332 -1.04435  0.449
H21 1.89916 0.01943 -0.82820  0.359

Forces on atoms 1 to 2 (eV/Å):
1.3860 1.0845 -1.1250
-3.1325 -3.1066 -1.3548

Largest force on an atom in eV Å⁻¹: 5.46
Gap between HOMO and LUMO in hartree: 0.3106
Energy in a.u.: -1125.5113
Charge: 0
Energy above the lowest of the compared OMol25 structures with the same formula, charge and spin in kcal/mol: 138.80

---

Molecular formula: C6H13N4
Method: DFT, ωB97M-V/def2-TZVPD

Last column: Mulliken charge in e.
Cartesian coordinates (Å):
C1 1.82229 -0.29988 -2.07066  -0.525
C2 1.52774 1.62688 -1.09056  -0.663
C3 0.34489 -0.36108 -1.64101  -0.079
C4 0.10570 1.04571 -1.18459  -0.394
C5 -0.62616 0.65953 0.62939  0.006
C6 -0.54675 -1.32812 1.89553  -0.995
N1 2.47754 0.68614 -1.70035  -0.379
N2 -0.66569 -0.71874 0.50514  -0.328
N3 -1.83733 1.22223 1.07189  -0.544
N4 0.29981 -1.20957 -0.34562  -0.019
H1 2.31679 -1.14734 -2.51083  0.448
H2 1.54256 2.54785 -1.58727  0.405
H3 1.90210 1.74485 -0.05960  0.340
H4 -0.40985 -0.74172 -2.28388  0.508
H5 -0.51490 1.66519 -1.76146  0.472
H6 0.16565 1.31097 1.12359  0.320
H7 -0.54472 -2.50176 1.86053  0.298
H8 0.39483 -0.99705 2.40174  0.398
H9 -1.33410 -0.88880 2.45392  0.389
H10 -1.91078 2.13459 0.94284  0.214
H11 -2.63761 0.82132 0.61534  0.244
H12 0.19165 -2.20386 -0.57246  0.392
H13 1.21499 -1.07524 0.08391  0.493

Forces on atoms 1 to 2 (eV/Å):
-0.7807 -2.3012 -0.2977
-0.0170 -0.9541 1.4069

Largest force on an atom in eV Å⁻¹: 6.17
Gap between HOMO and LUMO in hartree: 0.3561
Energy in a.u.: -455.0712
Charge: +1
Energy above the lowest of the compared OMol25 structures with the same formula, charge and spin in kcal/mol: 87.39

---

Molecular formula: C17H34AgO8
Method: DFT, ωB97M-V/def2-TZVPD

Last column: Mulliken spin population.
Cartesian coordinates (Å):
Ag1 25.68311 4.36020 28.11714  0.003
C1 29.81703 5.71433 25.15266  -0.005
C2 29.26874 4.30136 24.93457  -0.015
O1 28.04723 3.99752 25.56540  0.904
H1 30.66646 5.88800 24.49205  0.001
H2 30.24300 5.70104 26.15589  0.002
H3 29.06763 6.50204 25.07512  0.000
H4 30.04174 3.61007 25.27028  0.055
H5 29.10604 4.07711 23.88037  0.058
C3 26.91424 9.98398 30.61931  0.000
C4 25.77145 9.21442 29.98627  0.000
O2 26.14808 7.96613 29.42253  -0.004
H6 26.51997 10.96661 30.87833  0.000
H7 27.59397 10.22669 29.80252  0.000
H8 27.31585 9.71931 31.59746  0.000
H9 25.38747 9.84695 29.18592  0.000
H10 24.96598 9.21975 30.72063  0.000
C5 22.48483 4.34975 21.13470  0.000
C6 21.67943 4.38570 22.45144  0.000
C7 21.08146 3.09040 22.89156  0.000
O3 21.43366 2.93064 24.23559  0.000
C8 22.21543 3.94686 24.60416  0.000
O4 22.55327 4.19857 25.79037  0.000
O5 22.48529 4.71763 23.55861  0.000
H11 21.81561 4.23395 20.28215  0.000
H12 23.28525 3.62647 20.97880  0.000
H13 22.94754 5.31359 20.92253  0.000
H14 20.90047 5.10843 22.20857  0.000
H15 21.42871 2.21047 22.35005  0.000
H16 20.00293 3.04599 22.74019  0.000
C9 30.24361 5.03965 31.00611  0.000
C10 29.22180 4.00627 31.38195  0.000
O6 28.21707 3.78004 30.76125  0.000
C11 29.40609 3.17659 32.70319  0.000
H17 30.76602 5.46885 31.86108  0.000
H18 29.60212 5.85821 30.67968  0.000
H19 30.93237 4.78589 30.20031  0.000
H20 28.75594 2.30235 32.73669  0.000
H21 29.39059 3.73964 33.63638  0.000
H22 30.46199 2.96255 32.53779  0.000
C12 24.06074 -1.05940 30.24790  0.000
C13 24.06975 -0.61878 28.80056  0.000
O7 24.32145 0.56455 28.55926  0.000
C14 23.98140 -1.70717 27.72820  0.000
H23 25.08813 -1.07240 30.61179  0.000
H24 23.67164 -2.07726 30.27372  0.000
H25 23.56569 -0.32401 30.88211  0.000
H26 23.86764 -1.18854 26.77626  0.000
H27 23.10705 -2.35279 27.81057  0.000
H28 24.93640 -2.22205 27.62343  0.000
C15 21.85015 5.74191 32.22001  0.000
C16 22.10389 4.35471 31.67374  0.000
O8 23.08517 4.04112 31.02965  0.000
C17 21.10623 3.28053 31.93014  0.000
H29 21.51924 5.74176 33.25857  0.000
H30 20.99795 6.11429 31.65151  0.000
H31 22.67935 6.43857 32.09677  0.000
H32 20.96953 2.73810 30.99463  0.000
H33 20.09733 3.64486 32.12372  0.000
H34 21.60628 2.71868 32.71904  0.000

Forces on atoms 1 to 2 (eV/Å):
-0.0406 0.6306 0.3886
0.0351 -0.6073 0.5030

Largest force on an atom in eV Å⁻¹: 4.93
<S²>: 0.754
Gap between HOMO and LUMO (spin up / spin down) in hartree: 0.1412 / 0.1267
Multiplicity: 2
Energy in a.u.: -1416.7053
Charge: 0
Energy above the lowest of the compared OMol25 structures with the same formula, charge and spin in kcal/mol: 98.06

---

Molecular formula: C3H3N3O2
Method: DFT, ωB97M-V/def2-TZVPD

Last column: Mulliken charge in e.
Cartesian coordinates (Å):
C1 -0.13138 -1.10523 0.93290  0.272
N1 -0.24060 -1.65692 -0.27813  -0.375
N2 0.07682 -1.13142 -1.63932  -0.309
C2 -0.42198 0.02071 -1.62288  0.145
O1 -0.99859 0.27030 -0.30527  -0.347
N3 -0.36878 1.63034 0.14394  -0.308
C3 0.53525 1.20825 0.94370  0.115
O2 0.69614 -0.18396 1.30324  -0.319
H1 -0.32446 -1.80403 1.69149  0.432
H2 -0.16003 0.79076 -2.46654  0.346
H3 1.33760 1.96120 1.29687  0.347

Forces on atoms 1 to 2 (eV/Å):
0.7448 -5.3271 -6.4919
0.4614 -2.9696 1.9045

Largest force on an atom in eV Å⁻¹: 8.46
Gap between HOMO and LUMO in hartree: 0.3465
Energy in a.u.: -430.5943
Charge: 0
Energy above the lowest of the compared OMol25 structures with the same formula, charge and spin in kcal/mol: 204.98

---

Molecular formula: C2HCl3N2O
Method: DFT, ωB97M-V/def2-TZVPD

Last column: Mulliken spin population.
Cartesian coordinates (Å):
C1 -0.82391 -0.84398 0.04405  0.118
C2 0.31350 -0.48275 0.68607  0.355
N1 0.70546 0.79562 0.07091  0.128
N2 0.04429 1.00727 -1.03202  0.363
O1 -1.27382 -0.10411 -0.92986  0.548
Cl1 1.21056 -1.10342 2.06845  0.051
Cl2 0.33957 2.26370 1.19121  0.292
Cl3 0.89428 0.27929 -2.32830  0.128
H1 -1.40993 -1.81163 0.22948  0.015

Forces on atoms 1 to 2 (eV/Å):
-4.3122 -2.7063 -2.2064
2.6150 3.9520 1.1777

Largest force on an atom in eV Å⁻¹: 5.55
<S²>: 2.024
Gap between HOMO and LUMO (spin up / spin down) in hartree: 0.2362 / 0.2544
Multiplicity: 3
Energy in a.u.: -1641.8456
Charge: 0

---

Molecular formula: C5H4N2
Method: DFT, ωB97M-V/def2-TZVPD

Last column: Mulliken charge in e.
Cartesian coordinates (Å):
C1 -1.22423 2.16460 -0.13216  -0.365
C2 -0.61041 1.13069 0.13820  0.077
C3 0.09351 -0.09720 0.23208  0.451
C4 1.45721 -0.34847 -0.13909  -0.406
N1 1.72077 -1.62178 -0.02621  -0.467
N2 0.57845 -2.27980 0.40221  -0.459
C5 -0.38652 -1.41153 0.54758  -0.442
H1 -1.75575 3.02980 -0.46900  0.394
H2 2.19727 0.37415 -0.46493  0.432
H3 -0.69338 0.75944 -0.97003  0.354
H4 -1.37692 -1.69989 0.88136  0.431

Forces on atoms 1 to 2 (eV/Å):
0.1970 -0.3249 0.0749
-0.1862 0.3837 0.0579

Largest force on an atom in eV Å⁻¹: 0.43
Gap between HOMO and LUMO (spin up / spin down) in hartree: 0.2955 / 0.2955
Energy in a.u.: -302.2101
Charge: 0
Energy above the lowest of the compared OMol25 structures with the same formula, charge and spin in kcal/mol: 136.90

---

Molecular formula: C18H21InN2O2S2
Method: DFT, ωB97M-V/def2-TZVPD

Last column: Mulliken charge in e.
Cartesian coordinates (Å):
In1 0.17411 -1.62801 0.19593  1.515
C1 -2.75509 -0.19731 1.14083  -1.182
N1 -1.66689 0.10829 0.21683  0.674
C2 -1.04999 1.38939 0.52433  -1.158
C3 0.02891 1.21029 1.59203  -1.071
N2 1.17631 0.49379 1.04173  0.597
C4 2.12271 0.13549 2.09213  -1.305
C5 1.81171 1.25009 -0.01017  -0.747
C6 2.34611 2.50329 0.26763  -0.241
C7 2.91411 3.28779 -0.71717  -0.984
C8 2.94321 2.82029 -2.02187  -0.541
C9 2.43761 1.57379 -2.31437  -0.682
C10 1.87621 0.76249 -1.32277  1.094
S1 1.33531 -0.81091 -1.84837  -0.372
C11 -2.10209 -0.07941 -1.13087  0.231
C12 -2.42299 0.98169 -1.96647  -0.184
C13 -2.82489 0.76389 -3.27207  -0.873
C14 -2.91999 -0.52701 -3.76047  -0.582
C15 -2.60999 -1.59281 -2.94107  -0.808
C16 -2.20259 -1.38841 -1.62847  0.406
S2 -1.82839 -2.80871 -0.65097  -0.450
H1 -3.58279 0.51059 1.01023  0.357
H2 -2.39479 -0.15631 2.16753  0.334
H3 -3.11819 -1.20601 0.95103  0.342
H4 -1.79319 2.11839 0.87853  0.392
H5 -0.57099 1.78459 -0.37547  0.571
H6 -0.36439 0.60499 2.41273  0.630
H7 0.32391 2.19409 1.98173  0.442
H8 2.54501 1.01219 2.59723  0.391
H9 2.93101 -0.45231 1.65583  0.348
H10 1.60341 -0.47511 2.83063  0.432
H11 2.32451 2.87749 1.28133  0.287
H12 3.32521 4.25329 -0.46607  0.396
H13 3.36861 3.42209 -2.81037  0.387
H14 2.46121 1.19349 -3.32457  0.440
H15 -2.36269 1.99439 -1.59697  0.431
H16 -3.06389 1.60489 -3.90387  0.398
H17 -3.22169 -0.69981 -4.78197  0.394
H18 -2.66589 -2.60341 -3.31377  0.434
C17 1.19291 -4.20151 3.22643  -1.177
C18 0.88411 -3.16521 2.17223  0.897
O1 1.47491 -3.24641 1.07173  -0.740
O2 0.07031 -2.25301 2.42983  -0.669
H19 2.21241 -4.05481 3.57923  0.289
H20 1.13661 -5.19211 2.78233  0.341
H21 0.50101 -4.11261 4.05803  0.314

Forces on atoms 1 to 2 (eV/Å):
0.0772 0.2483 -0.3376
-0.3156 -0.2252 0.3615

Largest force on an atom in eV Å⁻¹: 1.70
Gap between HOMO and LUMO in hartree: 0.3049
Energy in a.u.: -1945.1149
Charge: 0

---

Molecular formula: C2H5N2O
Method: DFT, ωB97M-V/def2-TZVPD

Last column: Mulliken charge in e.
Cartesian coordinates (Å):
C1 -1.10242 -0.14563 0.16796  0.016
C2 1.16788 0.37417 -0.04076  -0.155
N1 -0.21678 0.84842 0.26030  -0.122
N2 -0.73303 -1.34177 -0.05124  -0.151
O1 1.16551 -0.89158 0.07457  -0.286
H1 -2.10307 0.14169 0.28437  0.444
H2 1.36306 0.65465 -1.13778  0.310
H3 1.84245 0.78172 0.80157  0.299
H4 -0.36551 1.85757 0.14742  0.284
H5 -1.01809 -2.27924 -0.50642  0.362

Forces on atoms 1 to 2 (eV/Å):
1.0056 1.4907 -0.4942
-0.2139 4.3067 -1.7966

Largest force on an atom in eV Å⁻¹: 6.82
Gap between HOMO and LUMO (spin up / spin down) in hartree: 0.2912 / 0.2920
Energy in a.u.: -263.5296
Charge: +1
Energy above the lowest of the compared OMol25 structures with the same formula, charge and spin in kcal/mol: 115.88

---

The lowest energy belongs to which entry? C18H21InN2O2S2